No. 1
Entry from OMol25: a structure of composition C43H52N5O4P2Ti in a non-equilibrium geometry (wB97M-V/def2-TZVPD).

LUMO energy (spin up / spin down) = -6.0 / -5.6 eV
2S+1 = 2
net charge = +2
HOMO-LUMO gap (spin up / spin down) = 6.44 / 6.84 eV

Last column: Löwdin charge in e.
Element x y z (Å)
Ti1 7.338659 -18.663908 -2.084473  1.11
C1 8.412210 -15.040114 -1.368566  -0.14
C2 8.164467 -15.554970 -2.779725  -0.17
N1 8.518140 -17.004572 -3.007150  -0.10
C3 9.993386 -17.252268 -2.904344  -0.15
C4 10.325955 -17.943080 -1.604967  -0.13
N2 9.299056 -19.013878 -1.306252  -0.13
C5 9.416177 -19.547654 0.065182  -0.19
C6 8.564216 -20.775362 0.297773  -0.14
C7 7.189117 -20.321868 0.785602  -0.17
N3 6.384742 -19.694660 -0.308202  -0.12
C8 5.433397 -18.684970 0.196516  -0.18
C9 6.116977 -17.371922 0.527477  -0.17
N4 6.917829 -16.965102 -0.649154  -0.11
C10 7.834339 -15.872743 -0.221960  -0.17
H1 8.028088 -14.018924 -1.325093  0.13
H2 9.496334 -14.881715 -1.250094  0.12
H3 8.751234 -14.937514 -3.470134  0.14
H4 7.121985 -15.397517 -3.077698  0.09
H5 8.299045 -17.148987 -3.998138  0.09
H6 10.528593 -16.301166 -2.998030  0.14
H7 10.300952 -17.822031 -3.781788  0.13
H8 10.359653 -17.253644 -0.735394  0.13
H9 11.337293 -18.400206 -1.639022  0.15
H10 9.503304 -19.784877 -1.946105  0.12
H11 9.213879 -18.736625 0.779953  0.13
H12 10.462423 -19.828422 0.272954  0.14
H13 9.057397 -21.407949 1.079025  0.15
H14 8.451456 -21.392043 -0.614079  0.13
H15 7.278419 -19.612541 1.633969  0.13
H16 6.659956 -21.171242 1.231863  0.14
H17 5.831330 -20.445037 -0.754535  0.13
H18 4.906628 -19.066715 1.075573  0.14
H19 4.659257 -18.492273 -0.589740  0.11
H20 6.763899 -17.417492 1.411319  0.13
H21 5.330694 -16.643969 0.757974  0.14
H22 6.252437 -16.469356 -1.250288  0.07
H23 8.589295 -16.261443 0.451042  0.11
H24 7.267757 -15.189742 0.414517  0.13
C11 4.856348 -16.249381 -4.964112  -0.39
C12 5.347567 -17.017225 -6.213519  -0.36
P1 6.375045 -18.530440 -5.838204  1.04
C13 5.675087 -19.794747 -6.924222  -0.38
C14 4.933134 -20.843463 -6.327462  -0.09
C15 4.366501 -21.859323 -7.096886  -0.07
C16 4.545321 -21.813861 -8.460394  -0.08
C17 5.357103 -20.852420 -9.046171  -0.07
C18 5.942405 -19.839979 -8.293335  -0.08
C19 7.983376 -18.168566 -6.591825  -0.39
C20 8.521530 -16.890983 -6.861424  -0.11
C21 9.845284 -16.746937 -7.252934  -0.08
C22 10.709002 -17.851817 -7.309783  -0.08
C23 10.204166 -19.112722 -7.072045  -0.08
C24 8.867326 -19.262650 -6.742257  -0.11
P2 4.537196 -17.223728 -3.407155  1.01
C25 3.037968 -18.181925 -3.818864  -0.37
C26 1.918834 -17.545372 -4.371937  -0.09
C27 0.839197 -18.268505 -4.813766  -0.05
C28 0.782531 -19.637396 -4.539281  -0.06
C29 1.803140 -20.286835 -3.883351  -0.07
C30 2.948560 -19.572229 -3.525277  -0.10
C31 3.735823 -16.010639 -2.315841  -0.40
C32 2.829829 -16.474785 -1.352117  -0.12
C33 2.272790 -15.656251 -0.385026  -0.08
C34 2.579965 -14.316523 -0.398395  -0.07
C35 3.411744 -13.789486 -1.393245  -0.07
C36 3.982250 -14.621698 -2.333814  -0.10
H25 3.945413 -15.702811 -5.233713  0.09
H26 5.624168 -15.501061 -4.699603  0.06
H27 5.876606 -16.329615 -6.899519  0.08
H28 4.459591 -17.376159 -6.784105  0.10
H29 4.754720 -20.821639 -5.260580  0.07
H30 3.822640 -22.657370 -6.639422  0.10
H31 4.035525 -22.544029 -9.091356  0.12
H32 5.498455 -20.867124 -10.137402  0.12
H33 6.585139 -19.082429 -8.789942  0.13
H34 7.897839 -15.993045 -6.696041  0.10
H35 10.220221 -15.757620 -7.519419  0.11
H36 11.757368 -17.709739 -7.583414  0.12
H37 10.840574 -20.002549 -7.202729  0.12
H38 8.456755 -20.263047 -6.590229  0.11
H39 1.920296 -16.456175 -4.443465  0.12
H40 0.025321 -17.812753 -5.347087  0.11
H41 -0.097933 -20.205436 -4.791304  0.11
H42 1.736174 -21.339828 -3.649486  0.11
H43 3.797777 -20.064234 -3.087278  0.06
H44 2.585546 -17.544373 -1.380365  0.11
H45 1.664028 -16.096158 0.417647  0.12
H46 2.175908 -13.637638 0.385309  0.13
H47 3.651062 -12.734651 -1.396986  0.11
H48 4.638657 -14.239120 -3.133383  0.10
O1 6.081273 -20.450622 -2.835179  -0.10
C37 7.162141 -20.824421 -3.396114  -0.56
O2 8.110667 -19.967672 -3.589507  -0.15
C38 7.426946 -22.265790 -3.758236  -0.10
C39 6.484771 -23.315198 -3.672144  0.00
C40 6.837041 -24.641210 -3.812235  -0.03
C41 8.159959 -24.982700 -4.103383  0.04
C42 9.081604 -23.976059 -4.260879  -0.13
C43 8.723740 -22.644829 -4.122130  0.06
N5 10.504936 -24.233750 -4.477554  -0.29
O3 11.247173 -23.246726 -4.696196  0.06
O4 10.864034 -25.440573 -4.398782  0.09
H49 5.457772 -23.039630 -3.435196  0.12
H50 6.044867 -25.374524 -3.705032  0.12
H51 8.472649 -26.011926 -4.204748  0.13
H52 9.464767 -21.857820 -4.309834  0.13

Forces on atoms 1 to 6 (eV/Å):
-1.082 -0.321 -1.080
0.793 0.057 -0.274
-0.034 -0.143 -0.169
-0.055 0.574 -0.434
-0.234 0.392 -0.290
0.295 -0.440 0.919

***

No. 2
Entry from OMol25: a structure of composition C43H53AsBaN8S3 in a non-equilibrium geometry (wB97M-V/def2-TZVPD).

LUMO energy = -0.8 eV
2S+1 = 1
HOMO-LUMO gap = 6.14 eV

Last column: Löwdin charge in e.
Element x y z (Å)
Ba1 -1.270488 0.444196 0.461857  1.48
N1 -1.807520 2.163559 3.095681  -0.05
C1 -3.024983 2.989716 3.182284  -0.27
C2 -4.275397 2.160817 3.474822  -0.19
C3 -4.843401 1.399635 2.281392  -0.29
N2 -3.995125 0.268979 1.882465  -0.07
H1 -1.665966 1.697532 3.985351  0.07
H2 -1.007466 2.776778 2.964144  0.07
H3 -3.150401 3.506648 2.228998  0.07
H4 -2.929765 3.753012 3.963616  0.11
H5 -5.050742 2.841938 3.831427  0.11
H6 -4.062547 1.459756 4.291314  0.11
H7 -4.915138 2.076053 1.429386  0.05
H8 -5.859893 1.071555 2.533758  0.11
H9 -4.406560 -0.177555 1.065801  0.00
H10 -3.995864 -0.428919 2.620228  0.07
S1 -3.176698 -1.277314 -1.015832  0.42
C4 -2.573536 -2.535364 0.037598  -0.86
N3 -2.962632 -3.768176 0.006942  0.05
N4 -3.864746 -4.078386 -0.901055  -0.02
C5 -4.284871 -5.380764 -1.108084  -0.24
C6 -3.879815 -6.422877 -0.270894  -0.03
C7 -4.299606 -7.715762 -0.529236  -0.09
C8 -5.124853 -7.992641 -1.611584  -0.11
C9 -5.538403 -6.953647 -2.433685  -0.10
C10 -5.125933 -5.656166 -2.187915  -0.04
N5 -1.591167 -2.143165 0.941046  -0.17
N6 -1.026299 -3.050494 1.595565  0.08
C11 -0.044446 -2.678672 2.509139  -0.29
C12 0.944040 -3.635431 2.765647  -0.02
C13 1.951643 -3.373535 3.673589  -0.07
C14 1.988375 -2.163070 4.354447  -0.08
C15 1.002705 -1.215650 4.120427  -0.09
C16 -0.009852 -1.470092 3.211637  -0.07
H11 -4.154469 -3.341739 -1.540319  0.05
H12 -3.234979 -6.195439 0.566119  0.10
H13 -3.978493 -8.521373 0.118678  0.10
H14 -5.437887 -9.007666 -1.817184  0.09
H15 -6.183634 -7.156400 -3.278854  0.10
H16 -5.445068 -4.847920 -2.836288  0.11
H17 0.909886 -4.567240 2.216751  0.12
H18 2.712276 -4.121407 3.856723  0.11
H19 2.770558 -1.969900 5.076551  0.11
H20 1.023820 -0.273884 4.654996  0.11
H21 -0.814623 -0.758013 3.088648  0.06
S2 -3.721425 3.426145 -0.640536  0.60
C17 -4.150723 2.461252 -1.905022  -1.19
N7 -3.433706 2.291262 -3.023427  -0.06
C18 -3.809519 1.192790 -3.899326  -0.24
C19 -5.299167 0.960619 -3.673704  -0.40
S3 -5.618693 1.510095 -1.961605  0.91
H22 -2.476739 2.621752 -3.023868  0.10
H23 -3.240205 0.293023 -3.643169  0.09
H24 -3.607405 1.462573 -4.935266  0.12
H25 -5.576360 -0.085506 -3.767398  0.08
H26 -5.916010 1.563374 -4.337694  0.08
C20 4.578177 5.781749 3.134983  -0.05
C21 3.866103 4.622367 2.492833  -0.27
C22 2.816139 4.824214 1.609551  -0.02
C23 2.187721 3.768754 0.952730  -0.27
C24 1.027269 4.100951 0.047782  -0.05
C25 2.645255 2.458736 1.161262  -0.31
As1 1.841634 0.808080 0.409988  1.21
N8 0.569142 1.153056 -0.848968  -0.61
C26 0.747647 1.535924 -2.149222  -0.41
C27 -0.348682 1.423347 -3.035549  -0.07
C28 -0.280735 1.877424 -4.339841  -0.11
C29 0.886346 2.445312 -4.835204  -0.11
C30 1.992644 2.521885 -3.999889  -0.09
C31 1.930410 2.078651 -2.690534  -0.05
C32 3.268722 -0.111771 -0.629305  -0.25
C33 4.509057 0.367817 -1.070558  -0.28
C34 5.027840 1.767717 -0.843703  -0.06
C35 5.365386 -0.476648 -1.779940  -0.02
C36 5.032428 -1.779293 -2.091354  -0.27
C37 5.958108 -2.687733 -2.852399  -0.05
C38 3.793311 -2.244111 -1.665781  -0.02
C39 2.922346 -1.445537 -0.944086  -0.27
C40 1.610421 -2.060040 -0.520513  -0.09
C41 3.635895 2.236143 2.134929  -0.30
C42 4.097881 0.845773 2.494892  -0.07
C43 4.238640 3.313421 2.768088  -0.02
H27 4.073151 6.721275 2.915719  0.07
H28 5.600360 5.848140 2.757297  0.08
H29 4.633992 5.659777 4.217710  0.08
H30 2.467153 5.834579 1.424409  0.11
H31 0.742113 5.146016 0.166480  0.08
H32 0.159062 3.483760 0.277985  0.05
H33 1.271847 3.930190 -1.000803  0.07
H34 -1.254827 0.942364 -2.671993  0.06
H35 -1.148479 1.779876 -4.984805  0.09
H36 0.930722 2.818165 -5.849816  0.09
H37 2.919212 2.942370 -4.373008  0.10
H38 2.800034 2.158725 -2.053053  0.08
H39 4.272244 2.436274 -0.453699  0.04
H40 5.402565 2.183013 -1.780938  0.09
H41 5.858947 1.752997 -0.134157  0.09
H42 6.324518 -0.080426 -2.099156  0.12
H43 6.850702 -2.159951 -3.185380  0.07
H44 5.453561 -3.105375 -3.724615  0.08
H45 6.268744 -3.522687 -2.221320  0.08
H46 3.504247 -3.263150 -1.901483  0.12
H47 1.574566 -3.115324 -0.787560  0.09
H48 0.773325 -1.557587 -1.013540  0.06
H49 1.480446 -1.974175 0.558462  0.03
H50 3.268343 0.135162 2.505542  0.03
H51 4.561363 0.847932 3.481263  0.08
H52 4.832323 0.473123 1.776339  0.08
H53 5.020571 3.129863 3.498846  0.12

Forces on atoms 1 to 6 (eV/Å):
-1.663 0.976 1.389
0.199 0.024 -0.292
-0.144 -0.078 0.089
0.136 -0.005 -0.252
0.006 -0.075 0.216
-0.113 0.085 -0.043

***

Sequential ΔE to the lowest compared entry with this formula, charge and spin output: 0.0; 28.1 kcal per mole